[1]
Computed, not measured: a cluster of 2 separate species, C4H10O2 in total, with the ωB97M-V functional and the def2-TZVPD basis.

The geometry in ORCA input format:
```
! RIJCOSX wB97M-V def2-TZVPD def2/J DEFGRID3
* xyz 0 1
C -1.0088 -0.5944 -0.9282
C 0.4940 -0.5878 -1.0473
C 1.0695 -0.8660 0.3846
C 1.7206 0.2829 1.0909
O 2.6543 0.0989 1.8354
H -1.3066 -1.6572 -0.7876
H -1.4695 -0.2470 -1.8815
H -1.4273 -0.0973 -0.0437
H 0.8427 0.3777 -1.4056
H 0.8488 -1.3668 -1.7447
H 1.7446 -1.7330 0.3241
H 0.2772 -1.2962 0.9960
H 1.4253 1.3166 0.8743
O -2.1774 1.9520 1.0929
H -2.4502 2.1835 0.1949
H -1.2373 2.2341 1.0454
*
```

Properties
E_HOMO, eV: -9.92
Energy relative to the best compared isomer or geometry (same formula, charge and spin), kcal per mole: 27.74
F_max, hartree/bohr: 0.0349
E_tot, eV: -8404.3443
SMILES string: CCCC=O.O
Frontier orbital gap, eV: 10.540

---

[2]
Computed, not measured: an isolated molecule of C22H29N3O4S, with the ωB97M-V functional and the def2-TZVPD basis.

The geometry in ORCA input format:
```
! RIJCOSX wB97M-V def2-TZVPD def2/J DEFGRID3
* xyz 0 1
C -0.8813 -5.1098 4.5372
O -0.5256 -4.1738 3.5526
C 0.3223 -4.5679 2.5471
C 0.8776 -5.8326 2.4609
C 1.6958 -6.1778 1.3942
C 1.9660 -5.2510 0.4102
C 1.4295 -3.9767 0.4952
C 0.6054 -3.6040 1.5518
N -0.0078 -2.3530 1.6236
C 0.2503 -1.5191 2.7833
C -0.9257 -0.5645 2.9683
N -1.0870 0.2457 1.7760
C -0.8086 1.5538 1.8274
O -0.5408 2.1412 2.8654
C -0.9718 2.3642 0.5393
N 0.1226 2.1574 -0.3855
C 0.0321 2.9252 -1.6095
C -0.8493 2.2248 -2.6529
C -0.8063 2.9856 -3.9479
C -1.8124 3.8817 -4.2821
C -1.7505 4.6036 -5.4617
C -0.6772 4.4394 -6.3196
C 0.3335 3.5507 -5.9923
C 0.2695 2.8301 -4.8136
S 1.6421 2.1175 0.3282
C 1.7873 3.5937 1.3605
O 2.5997 2.1934 -0.7362
O 1.6957 0.9583 1.1661
C -1.2535 -0.5541 0.5858
C -0.0867 -1.5411 0.4297
H -1.5699 -4.5887 5.2013
H -0.0117 -5.4447 5.1131
H -1.3865 -5.9802 4.1053
H 0.6683 -6.5740 3.2159
H 2.1119 -7.1724 1.3439
H 2.6036 -5.5082 -0.4222
H 1.6729 -3.2537 -0.2669
H 0.3612 -2.1430 3.6668
H 1.1618 -0.9227 2.6305
H -0.7530 0.1058 3.8100
H -1.8443 -1.1383 3.1255
H -1.9118 2.0967 0.0476
H -1.0381 3.4215 0.8404
H -0.3546 3.9362 -1.4158
H 1.0482 3.0034 -1.9975
H -1.8775 2.1644 -2.2906
H -0.4691 1.2119 -2.7952
H -2.6544 4.0128 -3.6168
H -2.5421 5.2951 -5.7110
H -0.6285 5.0012 -7.2405
H 1.1733 3.4188 -6.6584
H 1.0588 2.1381 -4.5584
H 2.8150 3.6335 1.6959
H 1.1126 3.4794 2.2013
H 1.5513 4.4580 0.7537
H -1.3016 0.0735 -0.3005
H -2.1868 -1.1208 0.6903
H -0.2868 -2.1813 -0.4316
H 0.8331 -0.9628 0.2620
*
```

Properties
E_HOMO, eV: -7.58
Energy relative to the best compared isomer or geometry (same formula, charge and spin), kcal per mole: 49.77
F_max, hartree/bohr: 0.0187
E_tot, eV: -46779.8005
SMILES string: COc1ccccc1N1CCN(C(=O)CN(CCc2ccccc2)S(C)(=O)=O)CC1
Frontier orbital gap, eV: 8.223

---

[3]
Computed, not measured: a cluster of 2 separate species, CH2BrCl2 in total, with the ωB97M-V functional and the def2-TZVPD basis.

The geometry in ORCA input format:
```
! RIJCOSX wB97M-V def2-TZVPD def2/J DEFGRID3
* xyz -1 1
Br -2.0638 1.5888 1.3731
C 0.2800 -0.3552 -0.2305
Cl 1.7747 -0.9717 0.5091
Cl 0.6055 0.7528 -1.5520
H -0.2791 -1.2031 -0.6076
H -0.3173 0.1885 0.5078
*
```

Properties
E_HOMO, eV: -3.91
Energy relative to the best compared isomer or geometry (same formula, charge and spin), kcal per mole: 0.00
F_max, hartree/bohr: 0.0088
E_tot, eV: -96159.4116
Frontier orbital gap, eV: 7.276

---

[4]
Computed, not measured: a cluster of 6 separate species, C32H77FO5Si in total, with the ωB97M-V functional and the def2-TZVPD basis.

The geometry in ORCA input format:
```
! RIJCOSX wB97M-V def2-TZVPD def2/J DEFGRID3
* xyz 0 1
C 0.9618 -2.8550 0.8009
C 2.3601 -3.3455 0.4325
C 3.3532 -2.1835 0.2787
C 3.6257 -1.7987 -1.1795
C 3.9622 -0.3235 -1.3696
C 5.1453 0.1657 -0.5350
C 5.4642 1.6443 -0.7953
C 6.1647 2.4152 0.3428
C 5.5954 2.3156 1.7649
C 4.3319 3.1211 2.0779
C 3.0872 2.7844 1.2503
C 2.7950 3.8112 0.1600
C 1.7026 3.3562 -0.8159
Si 0.0498 3.2017 0.0422
F -1.1093 3.7409 -0.9481
C -0.4014 1.4566 0.5048
C -0.7541 0.6426 -0.7683
C -1.5601 1.4372 1.5167
C -1.8906 0.0240 2.0257
H 0.9833 -2.3792 1.7828
H 0.2410 -3.6710 0.8423
H 0.6124 -2.1072 0.0846
H 2.7095 -4.0218 1.2148
H 2.3155 -3.9235 -0.4933
H 4.2906 -2.4094 0.7892
H 2.9393 -1.3039 0.7844
H 2.7262 -2.0255 -1.7624
H 4.4283 -2.4106 -1.6024
H 4.1844 -0.1355 -2.4248
H 3.0675 0.2655 -1.1385
H 6.0151 -0.4487 -0.7919
H 4.9437 -0.0073 0.5188
H 4.5511 2.1577 -1.0999
H 6.1237 1.6964 -1.6664
H 7.2185 2.1264 0.3710
H 6.1765 3.4748 0.0694
H 5.4209 1.2779 2.0526
H 6.3725 2.6776 2.4430
H 4.5465 4.1903 1.9906
H 4.1053 2.9451 3.1321
H 2.2146 2.7440 1.9097
H 3.1781 1.7841 0.8204
H 3.7061 4.0714 -0.3818
H 2.4592 4.7212 0.6659
H 1.9788 2.3969 -1.2662
H 1.6145 4.0699 -1.6390
H 0.0536 4.0849 1.2352
H 0.4569 0.9896 1.0029
H -0.4904 1.1778 -1.6822
H -0.2607 -0.3266 -0.7908
H -1.8292 0.4601 -0.7892
H -1.3122 2.0836 2.3620
H -2.4403 1.8818 1.0444
H -1.3180 -0.7316 1.4857
H -1.6483 -0.0920 3.0817
H -2.9489 -0.2145 1.9224
C -4.8102 -0.8768 5.5799
C -3.4967 -1.6318 5.4952
C -3.3141 -2.6016 6.6511
O -2.3941 -0.7291 5.4055
H -4.8612 -0.2905 6.5027
H -4.9063 -0.1903 4.7388
H -5.6576 -1.5609 5.5545
H -3.4675 -2.1833 4.5530
H -3.3046 -2.0596 7.6012
H -2.3692 -3.1371 6.5581
H -4.1268 -3.3283 6.6845
H -2.3694 -0.1997 6.2104
C -0.7107 -1.4445 -5.4933
C 0.0978 -0.7106 -4.4360
C 1.4890 -0.3514 -4.9295
O 0.1614 -1.4738 -3.2310
H -0.2162 -2.3821 -5.7636
H -1.7054 -1.6830 -5.1172
H -0.8141 -0.8437 -6.3979
H -0.4281 0.2023 -4.1490
H 2.0480 -1.2574 -5.1820
H 2.0417 0.1821 -4.1569
H 1.4403 0.2763 -5.8204
H 0.6069 -2.3061 -3.4272
C -6.7648 -1.4801 0.6801
C -5.7555 -1.6380 1.8041
C -4.5519 -2.4622 1.3746
O -6.3723 -2.2048 2.9607
H -7.1445 -2.4583 0.3725
H -7.6178 -0.8873 1.0096
H -6.3150 -0.9950 -0.1879
H -5.4167 -0.6528 2.1331
H -4.8698 -3.4670 1.0799
H -3.8385 -2.5586 2.1934
H -4.0423 -2.0048 0.5252
H -6.7126 -3.0738 2.7204
C 7.5233 4.7407 -3.5176
C 7.1563 5.6692 -2.3711
C 7.5841 7.1033 -2.6365
O 7.7024 5.1942 -1.1419
H 8.6076 4.7274 -3.6610
H 7.1982 3.7225 -3.3029
H 7.0624 5.0648 -4.4516
H 6.0754 5.6385 -2.2169
H 8.6701 7.1576 -2.7555
H 7.3030 7.7467 -1.8032
H 7.1244 7.4901 -3.5469
H 8.6632 5.2002 -1.2178
C -10.3230 -5.6398 -1.5529
C -9.3962 -4.4739 -1.2489
C -8.0058 -4.6885 -1.8260
O -9.3342 -4.2312 0.1572
H -9.9303 -6.5599 -1.1104
H -11.3134 -5.4602 -1.1355
H -10.4201 -5.7965 -2.6279
H -9.8214 -3.5580 -1.6634
H -7.5490 -5.5816 -1.3893
H -7.3613 -3.8372 -1.6074
H -8.0454 -4.8244 -2.9074
H -8.9705 -5.0200 0.5753
*
```

Properties
E_HOMO, eV: -9.61
F_max, hartree/bohr: 0.0064
E_tot, eV: -55268.0354
SMILES string: CCCCCCCCCCCCC[Si@@H](F)[C@H](C)CC.CC(C)O.CC(C)O.CC(C)O.CC(C)O.CC(C)O
Frontier orbital gap, eV: 10.287

---

[5]
Computed, not measured: an isolated molecule of C8H7NO, with the ωB97M-V functional and the def2-TZVPD basis.

The geometry in ORCA input format:
```
! RIJCOSX wB97M-V def2-TZVPD def2/J DEFGRID3
* xyz 0 1
O -3.0315 4.0581 0.3302
C -2.5290 3.1285 -0.1535
C -2.0238 2.0992 -0.7873
C -1.0610 1.0117 -0.6069
C -0.2972 0.5778 0.4177
N 0.5628 -0.5011 0.3350
C 1.0422 -1.1093 -0.7914
C 1.8406 -2.1520 -0.4214
C 1.8483 -2.1911 0.9904
C 1.0626 -1.1624 1.4218
H -2.4712 2.0666 -1.7802
H -0.9755 0.4364 -1.5214
H -0.3287 1.0492 1.3924
H 0.8108 -0.7444 -1.7713
H 2.3665 -2.8140 -1.0804
H 2.3736 -2.8926 1.6073
H 0.8103 -0.8605 2.4192
*
```

Properties
E_HOMO, eV: -7.90
Energy relative to the best compared isomer or geometry (same formula, charge and spin), kcal per mole: 27.55
F_max, hartree/bohr: 0.0403
E_tot, eV: -11944.9852
SMILES string: O=C=C/C=C/n1cccc1
Frontier orbital gap, eV: 8.428

---

[6]
Computed, not measured: a structure of composition C34H33BGdN14O4S3, with the ωB97M-V functional and the def2-TZVPD basis.

The geometry in ORCA input format:
```
! RIJCOSX wB97M-V def2-TZVPD def2/J DEFGRID3
* xyz -1 8
Gd -0.3975 -0.4461 0.5480
C -4.5516 1.1235 -1.4373
C -3.4976 1.3514 -0.5513
N -2.4331 0.6320 -0.8911
N -2.7730 -0.0563 -1.9897
C -4.0383 0.2166 -2.3404
B -1.7670 -0.9182 -2.7824
N -1.4814 -2.2440 -2.0501
C -1.9773 -3.4535 -2.3518
C -1.3808 -4.3872 -1.5319
C -0.5020 -3.6421 -0.7463
N -0.5750 -2.3525 -1.0639
N -0.4667 -0.1193 -2.8709
C 0.1451 0.3111 -3.9825
C 1.2609 1.0298 -3.6124
C 1.2458 0.9901 -2.2184
N 0.2012 0.2952 -1.7844
H -5.5317 1.5571 -1.4257
H -3.4921 1.9949 0.3079
H -4.4957 -0.2467 -3.1918
H -2.2089 -1.1396 -3.8625
H -2.7012 -3.5768 -3.1324
H -1.5632 -5.4416 -1.4935
H 0.1704 -3.9853 0.0199
H -0.2414 0.0917 -4.9582
H 1.9714 1.5053 -4.2573
H 1.9423 1.4199 -1.5242
C -2.9544 3.4187 2.7485
C -1.7253 4.1541 2.2125
N -0.4650 3.6350 2.7070
C -0.0269 4.0799 4.0170
C -0.4018 3.1160 5.1429
C 0.1804 2.6347 2.0507
C 1.5949 2.3379 2.4528
N -0.2896 1.9961 1.0375
H -3.8390 3.7406 2.2030
H -3.1130 3.6464 3.7995
H -2.8342 2.3409 2.6425
H -1.7777 5.2122 2.4893
H -1.7052 4.1147 1.1172
H -0.4790 5.0556 4.2093
H 1.0564 4.2228 4.0098
H -1.4775 3.0053 5.2393
H -0.0127 3.4911 6.0856
H 0.0130 2.1284 4.9644
H 2.1947 3.2410 2.3564
H 1.9954 1.5783 1.7816
H 1.6722 1.9769 3.4731
H -1.2336 2.2865 0.7781
N 0.2920 -0.5190 2.7837
C 0.4762 -0.6966 3.9230
C 0.6920 -0.8177 5.2607
C -0.3364 -0.4941 6.1423
N -1.1694 -0.1901 6.8794
C 1.9269 -1.2140 5.7718
N 2.9466 -1.5042 6.2221
O -1.6013 -2.2020 1.4338
C -2.5818 -1.4540 1.6331
O -2.5132 -0.2065 1.6874
C -3.9174 -2.1336 1.7668
C -4.0957 -3.1572 2.6927
C -5.3085 -3.8104 2.7751
C -6.3346 -3.4586 1.9024
C -6.1564 -2.4498 0.9581
C -4.9513 -1.7798 0.9064
N -7.5862 -4.1529 1.9747
O -8.4524 -3.8628 1.1670
O -7.7275 -5.0001 2.8386
H -3.2838 -3.4359 3.3449
H -5.4755 -4.5978 3.4949
H -6.9618 -2.2073 0.2816
H -4.8058 -0.9855 0.1903
S 3.6648 -5.3434 3.2766
C 3.6471 -3.8575 2.5743
S 2.1986 -3.1389 1.8669
C 3.1954 -1.7320 1.3581
N 4.4144 -1.8448 1.7410
N 4.6796 -2.9916 2.4101
C 5.9615 -3.0788 2.9848
C 6.5995 -1.8806 3.3020
C 7.8548 -1.8931 3.8741
C 8.4938 -3.0940 4.1399
C 7.8727 -4.2822 3.7971
C 6.6136 -4.2845 3.2220
S 2.5787 -0.4862 0.4126
H 6.0876 -0.9539 3.0985
H 8.3352 -0.9576 4.1177
H 9.4700 -3.1019 4.6044
H 8.3731 -5.2244 3.9739
H 6.1456 -5.2205 2.9706
*
```

Properties
Expectation value of S²: 15.8496
E_HOMO (alpha / beta), eV: -5.08 / -5.09
Energy relative to the best compared isomer or geometry (same formula, charge and spin), kcal per mole: 19.30
F_max, hartree/bohr: 0.0380
E_tot, eV: -118866.5583
Frontier orbital gap (alpha / beta), eV: 5.962 / 6.172